No. 1
This record from the OMol25 dataset describes one molecule with the formula C4H9NO2 in a non-equilibrium geometry. The level of theory is ωB97M-V/def2-TZVPD.

Geometry as XYZ:
```
16
Properties=species:S:1:pos:R:3
C -0.735 1.370 0.122
C 0.290 0.384 -0.338
C -1.302 1.211 1.470
C 0.847 0.226 -1.720
N 0.832 -0.557 0.498
O 0.371 -2.649 -0.484
O 1.391 -1.672 -0.118
H -1.046 2.219 -0.473
H -2.351 1.428 1.527
H -0.913 1.748 2.312
H -1.146 0.080 1.891
H 0.095 -0.209 -2.390
H 1.741 -0.440 -1.594
H 1.139 1.201 -2.069
H 0.257 -0.915 1.299
H 0.530 -3.425 0.068
```

Computed properties:
SMILES ... C/C=C(/C)NOO
HOMO level ... -7.7 eV
Spin multiplicity ... 1

=====

No. 2
This record from the OMol25 dataset describes C36H69I2NO7PSi4TeTl as an isolated structure. The level of theory is ωB97M-V/def2-TZVPD.

Geometry as XYZ:
```
122
Properties=species:S:1:pos:R:3
Tl -0.466 -0.316 0.071
O 4.954 -5.691 -0.563
C 5.087 -4.501 -0.911
O 6.073 -3.903 -1.379
C 3.818 -3.628 -0.733
C 2.679 -4.138 -0.121
C 1.560 -3.334 0.021
N 1.511 -2.078 -0.427
C 2.602 -1.584 -1.026
C 3.767 -2.316 -1.188
C 2.476 -0.166 -1.556
O 3.496 0.466 -1.827
O 1.272 0.272 -1.662
H 2.697 -5.160 0.234
H 0.665 -3.699 0.514
H 4.631 -1.877 -1.666
O -0.050 -1.756 -2.932
H 0.423 -2.563 -2.704
H 0.470 -1.017 -2.549
I -0.983 -1.919 2.445
I -1.765 -3.224 5.141
O -4.425 2.370 0.444
C -3.317 2.287 0.243
C -2.998 1.299 3.516
O -1.707 1.293 2.927
H -3.002 1.837 4.471
H -3.360 0.281 3.686
H -3.678 1.803 2.835
H -1.181 0.618 3.373
C -2.038 -4.189 -2.931
Si -3.523 -3.104 -3.298
C -4.528 -3.955 -4.654
C -4.583 -3.042 -1.749
Si -2.918 -0.953 -3.996
Te -2.271 0.531 -2.117
Si -1.565 -0.965 -5.932
C -2.637 -1.388 -7.433
C -0.144 -2.184 -5.996
C -0.884 0.769 -6.187
Si -4.903 0.224 -4.520
C -6.059 0.271 -3.035
C -5.942 -0.454 -5.948
C -4.487 2.007 -4.968
H -2.371 -5.145 -2.517
H -1.390 -3.706 -2.201
H -1.444 -4.385 -3.827
H -4.830 -4.952 -4.320
H -3.948 -4.068 -5.574
H -5.430 -3.391 -4.901
H -4.760 -4.058 -1.383
H -5.549 -2.569 -1.934
H -4.087 -2.475 -0.959
H -3.043 -2.400 -7.370
H -2.021 -1.325 -8.336
H -3.476 -0.702 -7.551
H -0.502 -3.213 -6.090
H 0.469 -2.115 -5.102
H 0.474 -1.956 -6.871
H -1.681 1.487 -6.395
H -0.181 0.779 -7.025
H -0.359 1.112 -5.293
H -6.466 -0.718 -2.812
H -6.896 0.945 -3.243
H -5.540 0.623 -2.143
H -6.287 -1.472 -5.757
H -5.406 -0.465 -6.896
H -6.823 0.185 -6.065
H -3.867 2.469 -4.197
H -5.408 2.590 -5.069
H -3.937 2.067 -5.910
C 0.160 5.224 4.188
C -0.553 5.422 2.837
C -0.477 4.158 1.970
C 0.883 3.474 2.165
C 0.960 2.907 3.596
C 0.149 3.753 4.590
P 1.180 2.177 0.880
C 1.692 3.116 -0.636
C 2.542 4.396 -0.442
C 1.730 5.660 -0.713
C 1.257 5.704 -2.173
C 0.908 4.299 -2.698
C 0.488 3.382 -1.556
C 2.770 1.356 1.363
C 3.942 2.267 1.781
C 5.002 1.483 2.572
C 5.114 0.058 2.040
C 3.819 -0.718 2.331
C 2.597 0.212 2.372
H -0.311 5.840 4.958
H 1.199 5.559 4.114
H -0.100 6.263 2.304
H -1.602 5.683 3.004
H -0.652 4.413 0.925
H -1.253 3.446 2.248
H 1.656 4.242 2.051
H 2.004 2.860 3.915
H 0.582 1.885 3.611
H 0.553 3.626 5.597
H -0.884 3.394 4.619
H 2.302 2.378 -1.163
H 3.383 4.361 -1.143
H 2.988 4.444 0.551
H 2.324 6.550 -0.485
H 0.869 5.683 -0.040
H 2.040 6.148 -2.794
H 0.385 6.361 -2.253
H 1.776 3.852 -3.191
H 0.117 4.359 -3.449
H 0.133 2.427 -1.939
H -0.350 3.838 -1.017
H 3.063 0.895 0.418
H 3.596 3.118 2.375
H 4.405 2.675 0.879
H 4.731 1.451 3.633
H 5.962 2.003 2.511
H 5.969 -0.457 2.482
H 5.293 0.091 0.961
H 3.903 -1.245 3.285
H 3.670 -1.480 1.564
H 2.464 0.618 3.378
H 1.698 -0.370 2.158
```

Computed properties:
HOMO level (alpha / beta) ... -2.7 / -2.8 eV
Total charge ... -2
Spin multiplicity ... 1

=====

No. 3
This record from the OMol25 dataset describes a 5-piece molecular cluster, CH13NO4 overall in a non-equilibrium geometry. The level of theory is ωB97M-V/def2-TZVPD.

Geometry as XYZ:
```
19
Properties=species:S:1:pos:R:3
C -1.637 -1.426 -0.116
N -1.014 -0.101 0.091
H -2.493 -1.632 0.526
H -1.894 -1.590 -1.160
H -0.908 -2.175 0.210
H -0.427 -0.133 0.924
H -1.750 0.534 0.357
H 1.549 -0.418 -3.706
H 2.553 -1.390 -4.539
O 2.414 -0.544 -4.079
H 0.909 -0.027 -0.443
H 1.740 -1.077 -1.148
O 1.804 -0.451 -0.443
H -2.146 2.762 2.130
H -1.980 1.664 3.238
O -1.737 2.563 2.981
H 1.740 1.856 1.971
H 2.015 0.539 1.449
O 1.263 1.048 1.759
```

Computed properties:
SMILES ... CN.O.O.O.O
HOMO level ... -10.0 eV
Spin multiplicity ... 1

=====

No. 4
This record from the OMol25 dataset describes one molecule with the formula C5H9Cl in a non-equilibrium geometry. The level of theory is ωB97M-V/def2-TZVPD.

Geometry as XYZ:
```
15
Properties=species:S:1:pos:R:3
C 0.437 1.793 0.021
C 0.127 0.287 -0.024
C -0.962 -0.217 -1.082
C -2.035 -0.396 -0.005
C -0.963 -0.257 1.050
H 1.050 2.121 -0.861
H -0.525 2.295 0.011
H 1.095 2.013 0.918
H -1.232 0.357 -1.941
H -0.507 -1.203 -1.355
H -2.762 0.465 0.008
H -2.592 -1.363 -0.004
H -0.698 -1.164 1.558
H -1.262 0.450 1.883
Cl 1.636 -0.661 0.001
```

Computed properties:
SMILES ... CC1(Cl)CCC1
HOMO level ... -10.1 eV
Spin multiplicity ... 1

=====

No. 5
This record from the OMol25 dataset describes C46H44BrF3N3O2S4SbV as an isolated structure in a non-equilibrium geometry. The level of theory is ωB97M-V/def2-TZVPD.

Geometry as XYZ:
```
105
Properties=species:S:1:pos:R:3
V 0.720 -1.232 2.074
C 4.816 -0.379 1.418
C 3.397 -0.382 1.907
N 2.542 -1.342 1.588
N 2.914 -2.428 0.929
C 1.959 -3.335 1.096
O 0.983 -3.057 1.898
C 2.069 -4.606 0.412
C 2.963 -4.742 -0.659
C 3.104 -5.950 -1.304
C 2.358 -7.054 -0.905
C 1.454 -6.923 0.142
C 1.306 -5.717 0.793
C 2.831 0.516 2.822
C 3.502 1.586 3.450
C 2.878 2.299 4.432
C 1.562 1.953 4.784
C 0.950 0.914 4.127
N 1.528 0.200 3.161
H 5.040 -1.380 1.054
H 5.502 -0.129 2.224
H 4.938 0.334 0.601
H 3.527 -3.872 -0.956
H 3.790 -6.034 -2.136
H 2.473 -8.007 -1.407
H 0.858 -7.771 0.455
H 0.598 -5.612 1.602
H 4.518 1.799 3.155
H 3.385 3.111 4.932
H 1.045 2.478 5.570
H -0.052 0.619 4.424
C -0.659 -2.625 -5.968
C -0.951 -1.250 -5.352
C -0.119 -0.200 -6.090
C -2.430 -0.886 -5.551
C -0.648 -1.264 -3.865
C 0.355 -0.517 -3.275
C 0.472 -0.523 -1.904
Br 1.885 0.488 -1.095
C -0.392 -1.190 -1.010
O -0.337 -0.952 0.251
C -1.343 -2.051 -1.646
C -1.436 -2.046 -3.021
C -2.262 -2.937 -0.816
C -1.407 -3.846 0.069
C -3.156 -3.841 -1.677
C -3.176 -2.062 0.047
H -0.891 -2.618 -7.033
H -1.244 -3.405 -5.491
H 0.393 -2.874 -5.845
H -0.418 -0.162 -7.138
H 0.940 -0.438 -6.045
H -0.280 0.781 -5.650
H -2.672 -0.830 -6.611
H -2.628 0.081 -5.097
H -3.090 -1.613 -5.089
H 1.045 0.078 -3.851
H -2.179 -2.672 -3.487
H -0.684 -4.391 -0.536
H -2.026 -4.564 0.605
H -0.860 -3.259 0.803
H -2.556 -4.494 -2.309
H -3.832 -3.254 -2.299
H -3.765 -4.465 -1.024
H -2.585 -1.458 0.731
H -3.844 -2.684 0.643
H -3.771 -1.396 -0.580
S 1.617 -2.231 5.167
S -0.228 -2.953 5.181
S -1.619 -1.398 4.884
S -1.545 -0.912 2.907
F 3.059 6.682 3.652
C 2.336 5.620 3.189
C 1.070 5.403 3.694
C 0.315 4.373 3.162
C 0.804 3.578 2.136
C 2.117 3.763 1.724
C 2.887 4.796 2.232
Sb -0.427 2.010 1.197
C -0.538 3.224 -0.657
C -1.762 3.489 -1.254
C -1.843 4.207 -2.437
C -0.672 4.610 -3.050
F -0.744 5.311 -4.221
C 0.563 4.329 -2.507
C 0.615 3.647 -1.304
C -2.220 3.044 1.908
C -2.400 4.404 1.685
C -3.507 5.073 2.177
C -4.437 4.347 2.897
F -5.529 4.994 3.405
C -4.297 2.992 3.126
C -3.177 2.342 2.624
H 0.684 6.030 4.483
H -0.673 4.195 3.561
H 2.559 3.089 1.004
H 3.901 4.955 1.899
H -2.673 3.140 -0.786
H -2.795 4.440 -2.889
H 1.465 4.627 -3.018
H 1.582 3.431 -0.879
H -1.651 4.950 1.131
H -3.647 6.131 2.004
H -5.052 2.472 3.695
H -3.049 1.280 2.802
```

Computed properties:
HOMO level (alpha / beta) ... -0.5 / -0.9 eV
Total charge ... -2
Spin multiplicity ... 4

=====

No. 6
This record from the OMol25 dataset describes a 8-piece molecular cluster, C23H67N11O8 overall in a non-equilibrium geometry. The level of theory is ωB97M-V/def2-TZVPD.

Geometry as XYZ:
```
109
Properties=species:S:1:pos:R:3
C -0.578 -1.591 -4.531
O 0.025 -0.680 -5.141
N -0.186 -2.859 -4.509
N -1.680 -1.416 -3.934
H 0.520 -3.180 -5.156
H -0.715 -3.572 -4.027
H -1.936 -0.461 -3.727
H -2.106 -2.164 -3.406
C 2.559 -4.661 -0.742
O 1.336 -4.859 -0.668
N 3.330 -4.567 0.291
N 3.274 -4.512 -1.809
H 2.941 -4.762 1.202
H 4.308 -4.370 0.134
H 4.247 -4.275 -1.676
H 2.885 -4.425 -2.737
C -3.021 -3.945 -1.904
O -1.983 -3.707 -2.517
N -3.109 -3.863 -0.575
N -4.170 -4.323 -2.419
H -2.326 -3.455 -0.084
H -3.947 -4.081 -0.057
H -4.236 -4.599 -3.389
H -4.921 -4.574 -1.793
C -3.973 -0.979 2.304
C -3.505 0.371 2.828
C -1.956 0.682 2.592
O -1.675 1.903 3.047
C -0.354 2.354 2.632
N -4.530 1.199 2.214
H -4.034 -1.193 1.237
H -4.947 -1.228 2.726
H -3.258 -1.679 2.737
H -3.741 0.293 3.890
H -1.881 0.741 1.506
H -1.222 -0.061 2.904
H 0.394 1.622 2.936
H -0.142 3.167 3.326
H -0.205 2.618 1.585
H -4.426 2.119 2.618
H -4.329 1.283 1.228
C -0.955 -3.039 6.268
C -0.071 -4.242 6.511
C 1.019 -4.446 5.431
O 0.437 -4.677 4.179
C 1.461 -4.899 3.228
N 0.513 -3.929 7.797
H -0.395 -2.104 6.306
H -1.604 -2.856 7.125
H -1.476 -2.993 5.312
H -0.587 -5.171 6.754
H 1.556 -5.355 5.700
H 1.736 -3.628 5.504
H 1.992 -5.772 3.607
H 2.149 -4.069 3.390
H 1.094 -4.988 2.206
H 1.452 -4.297 7.746
H 0.500 -2.933 7.962
C 2.614 3.660 -2.887
C 3.007 4.320 -4.229
C 4.532 4.443 -4.381
O 4.900 5.053 -5.594
C 6.289 5.421 -5.877
N 2.546 3.500 -5.340
H 2.893 4.242 -2.009
H 3.132 2.708 -2.772
H 1.541 3.478 -2.825
H 2.665 5.350 -4.324
H 4.849 3.416 -4.204
H 4.955 5.043 -3.575
H 6.368 6.018 -6.786
H 6.795 4.479 -6.090
H 6.740 5.938 -5.030
H 3.138 2.682 -5.326
H 2.916 3.884 -6.198
C 0.820 -1.630 1.500
C -0.346 -1.885 0.525
C -0.107 -1.297 -0.841
O -0.045 0.117 -0.699
C 0.322 0.826 -1.875
N -0.667 -3.292 0.551
H 1.064 -0.569 1.545
H 1.749 -2.130 1.226
H 0.618 -2.008 2.503
H -1.247 -1.434 0.942
H -0.947 -1.575 -1.478
H 0.795 -1.740 -1.263
H -0.410 0.662 -2.666
H 1.280 0.451 -2.237
H 0.349 1.872 -1.571
H -0.066 -3.813 1.173
H -0.445 -3.631 -0.374
C -3.232 4.779 0.660
C -2.751 5.728 -0.500
C -1.196 5.328 -0.757
O -0.428 5.641 0.464
C 0.991 5.252 0.523
N -3.631 5.358 -1.550
H -4.185 5.220 0.953
H -2.444 4.659 1.404
H -3.493 3.763 0.364
H -2.923 6.749 -0.160
H -0.847 5.986 -1.553
H -1.194 4.327 -1.188
H 1.515 5.583 -0.374
H 1.045 4.168 0.616
H 1.380 5.732 1.420
H -3.268 5.891 -2.327
H -3.485 4.366 -1.670
```

Computed properties:
SMILES ... COC[C@H](C)N.COC[C@H](C)N.COC[C@H](C)N.COC[C@H](C)N.COC[C@H](C)N.NC(N)=O.NC(N)=O.NC(N)=O
HOMO level ... -8.9 eV
Spin multiplicity ... 1

=====

No. 7
This record from the OMol25 dataset describes an isolated ion of composition C30H54N3O2 and charge +1 in a non-equilibrium geometry. The level of theory is ωB97M-V/def2-TZVPD.

Geometry as XYZ:
```
89
Properties=species:S:1:pos:R:3
C 6.941 -3.135 0.324
C 6.084 -2.116 1.176
C 6.982 -1.031 1.931
C 7.152 0.214 0.950
C 5.813 1.077 1.083
C 5.721 2.003 -0.204
C 4.276 2.018 -0.876
C 3.138 2.445 0.123
C 1.665 2.345 -0.451
C 1.518 2.630 -2.002
C 0.277 3.597 -2.319
C -1.019 2.824 -2.789
C -2.237 3.277 -1.863
C -3.451 2.279 -2.051
C -3.301 1.017 -1.089
C -4.532 0.085 -1.374
O -4.391 -1.155 -0.670
C -3.834 -0.995 0.634
C -4.495 -2.134 1.532
C -3.691 -3.499 1.478
C -3.292 -3.948 0.034
O -4.133 -4.038 -0.828
N -1.898 -4.284 -0.356
C -1.589 -3.813 -1.689
C -1.171 -4.698 -2.787
C -0.850 -4.117 -4.101
C -0.912 -2.692 -4.386
C -1.335 -1.810 -3.299
C -1.642 -2.383 -2.004
C -4.015 0.457 1.262
N -3.273 0.462 2.532
C -4.120 0.853 3.690
C -3.194 0.736 4.987
C -1.897 1.611 4.700
N -3.243 1.409 0.355
H 7.062 -4.089 0.895
H 6.466 -3.400 -0.659
H 7.965 -2.703 0.132
H 5.456 -2.674 1.927
H 5.394 -1.565 0.474
H 6.355 -0.683 2.798
H 7.951 -1.463 2.282
H 7.270 -0.207 -0.091
H 8.058 0.835 1.200
H 6.000 1.766 1.955
H 4.917 0.424 1.221
H 6.092 3.035 0.014
H 6.423 1.569 -0.974
H 4.028 1.015 -1.306
H 4.341 2.825 -1.664
H 3.300 3.456 0.592
H 3.188 1.717 0.988
H 1.186 1.372 -0.168
H 1.066 3.147 0.077
H 2.403 3.112 -2.476
H 1.263 1.648 -2.490
H 0.598 4.237 -3.192
H 0.086 4.321 -1.480
H -0.909 1.709 -2.749
H -1.280 3.102 -3.848
H -1.886 3.315 -0.795
H -2.610 4.300 -2.150
H -3.417 1.933 -3.124
H -4.463 2.739 -1.898
H -2.359 0.506 -1.430
H -4.486 -0.168 -2.472
H -5.529 0.571 -1.189
H -2.717 -1.211 0.678
H -4.455 -1.794 2.607
H -5.582 -2.274 1.292
H -2.810 -3.482 2.181
H -4.404 -4.286 1.862
H -1.892 -5.314 -0.361
H -1.071 -5.799 -2.634
H -0.534 -4.785 -4.938
H -0.667 -2.221 -5.362
H -1.430 -0.698 -3.413
H -1.930 -1.694 -1.181
H -5.085 0.765 1.376
H -2.783 -0.421 2.681
H -4.987 0.140 3.729
H -4.425 1.927 3.582
H -3.742 1.043 5.907
H -2.847 -0.336 5.002
H -2.235 2.551 4.174
H -1.390 1.843 5.672
H -1.191 1.113 3.981
H -3.543 2.388 0.448
H -2.260 1.353 0.664
```

Computed properties:
SMILES ... CCCCCCCCCCCCCC[C@@H]1CO[C@H](CCC(=O)Nc2ccccc2)[C@@H](NCCC)[NH2+]1
HOMO level ... -10.7 eV
Total charge ... +1
Spin multiplicity ... 1

=====

No. 8
This record from the OMol25 dataset describes a 2-piece molecular cluster, C3H9BO2 overall in a non-equilibrium geometry. The level of theory is ωB97M-V/def2-TZVPD.

Geometry as XYZ:
```
15
Properties=species:S:1:pos:R:3
B 1.312 -0.331 0.179
C -0.455 1.535 -0.336
C -1.171 -1.305 0.232
C -0.064 -0.541 0.913
O 2.403 0.267 0.846
O 1.592 -0.834 -1.197
H -1.293 1.012 -0.554
H 0.370 1.686 -1.007
H -0.467 2.455 0.431
H -0.894 -1.557 -0.760
H -1.412 -2.233 0.925
H -2.137 -0.907 0.350
H -0.188 -0.161 1.932
H 3.295 0.011 0.614
H 2.498 -0.797 -1.477
```

Computed properties:
HOMO level (alpha / beta) ... -8.3 / -8.3 eV
Spin multiplicity ... 1

=====

In order of appearance, energy relative to the best compared isomer or geometry (same formula, charge and spin) = 6.870; 0.796; 1.067; 0.776; 0.567; 3.652; 0.000; 2.775 eV.